C24H27N3O5S2 | ωB97M-V/def2-TZVPD

CARTESIAN COORDINATES (ANGSTROEM)
C 1.05841 2.90863 -0.22397
O 2.14745 2.17724 -0.72287
C 3.28791 2.26874 0.10404
C 4.41460 1.41945 -0.48747
N 4.10907 0.02359 -0.63803
C 3.79975 -0.79977 0.49850
C 2.35216 -0.66307 1.02507
O 2.24087 0.08848 2.21701
C 2.59505 -0.61874 3.38152
S 3.85297 -0.60321 -2.15188
O 4.57063 0.21538 -3.08252
O 4.16101 -2.00336 -2.07473
C 2.09668 -0.45377 -2.48878
C 1.26507 -1.50839 -2.16465
C -0.09740 -1.38717 -2.36909
C -0.61313 -0.20232 -2.89090
C -2.07805 -0.06694 -3.14197
O -2.54898 0.09124 -4.24472
N -2.90886 -0.15294 -2.05064
C -2.66282 -0.13979 -0.70228
N -3.61900 -0.26081 0.14878
C -3.16852 -0.17278 1.43116
C -1.82276 0.02837 1.56419
S -1.06558 0.11255 0.00784
C -1.14048 0.08378 2.88398
C -2.10471 0.70673 3.89760
C -3.47348 0.07777 3.84151
C -4.24696 -0.07095 4.97979
C -5.52972 -0.59135 4.90294
C -6.05753 -0.96241 3.67789
C -5.29974 -0.82231 2.53012
C -4.01131 -0.30689 2.60560
C 0.24315 0.82901 -3.26295
C 1.60631 0.70422 -3.05676
H 0.76348 2.54936 0.76962
H 0.23774 2.76143 -0.92316
H 1.29542 3.97764 -0.15557
H 3.62933 3.31453 0.16251
H 3.04082 1.92854 1.11883
H 4.65824 1.77090 -1.49054
H 5.29895 1.52939 0.15271
H 4.50314 -0.55546 1.30135
H 3.98293 -1.82454 0.17153
H 1.75199 -0.13206 0.28270
H 1.91279 -1.65693 1.18444
H 1.97005 -1.51176 3.50179
H 3.64581 -0.92545 3.37604
H 2.42453 0.05824 4.21674
H 1.70006 -2.41193 -1.76844
H -0.76122 -2.20423 -2.12705
H -3.90004 -0.13800 -2.27475
H -0.21200 0.65286 2.82380
H -0.88443 -0.93583 3.19675
H -1.69321 0.62179 4.90432
H -2.21466 1.77372 3.67192
H -3.84508 0.22458 5.93879
H -6.11654 -0.70456 5.80241
H -7.05835 -1.36336 3.61859
H -5.68799 -1.10820 1.56507
H -0.16708 1.72259 -3.70843
H 2.29420 1.48487 -3.33384

Results
LUMO energy = 0.0019 hartree
Charge = 0
ΔE to the lowest compared entry with this formula, charge and spin = 16.83 kJ/mol
Multiplicity = 1
Structure (SMILES) = COCCN(CCOC)S(=O)(=O)c1ccc(C(=O)Nc2nc3c(s2)CCc2ccccc2-3)cc1
Gap between HOMO and LUMO = 8.01 eV

C24H27NO6 | ωB97M-V/def2-TZVPD

CARTESIAN COORDINATES (ANGSTROEM)
O 0.96853 1.73273 2.50758
C 1.13964 2.01500 1.33678
N 2.34861 2.23806 0.78205
C 3.58998 1.98669 1.48307
C 4.14602 0.63753 1.10028
C 4.01124 -0.45067 1.95165
C 4.47275 -1.69857 1.57008
C 5.05906 -1.87449 0.32886
C 5.18887 -0.79576 -0.52899
C 4.73718 0.45401 -0.14410
C 0.00570 2.16463 0.37711
C -1.25520 1.97578 0.75932
C -2.43331 2.13063 -0.15196
C -3.37180 0.95239 0.00359
C -2.98429 -0.31768 -0.39585
C -3.81475 -1.42415 -0.24110
C -5.04369 -1.21130 0.33336
C -5.44049 0.06195 0.74036
C -4.62579 1.15594 0.58753
O -6.70224 -0.00324 1.27436
C -7.08289 -1.35969 1.19870
O -6.04634 -2.10821 0.60229
C -1.98102 2.38787 -1.60543
C -0.53594 1.96034 -1.88077
O -0.47058 0.57126 -1.93662
C 0.76960 0.03515 -2.37936
C 0.91465 -1.37542 -1.82420
C 1.13615 -1.36166 -0.31349
C 1.22276 -2.77173 0.25693
O 2.31952 -3.44062 -0.33214
O 0.36752 2.46876 -0.92160
H 2.38214 2.39874 -0.21305
H 4.30021 2.78291 1.23912
H 3.35789 2.01582 2.54977
H 3.53583 -0.31536 2.91186
H 4.36923 -2.53745 2.24251
H 5.40844 -2.84958 0.02643
H 5.64209 -0.92851 -1.50038
H 4.84558 1.29638 -0.81421
H -1.44294 1.71931 1.78924
H -2.98048 3.01922 0.18689
H -2.01573 -0.44493 -0.84913
H -3.50946 -2.40806 -0.55505
H -4.95017 2.13156 0.91089
H -7.27934 -1.74462 2.21284
H -7.99950 -1.45212 0.59386
H -2.04250 3.45512 -1.82110
H -2.62594 1.85233 -2.30097
H -0.19042 2.40073 -2.83321
H 1.59731 0.66147 -2.02646
H 0.78023 0.02793 -3.47919
H 1.76180 -1.86573 -2.30320
H 0.00843 -1.93526 -2.06095
H 0.31955 -0.83419 0.18185
H 2.07020 -0.84439 -0.09029
H 1.35166 -2.71042 1.34623
H 0.29004 -3.31613 0.04726
H 2.40640 -4.31029 0.07018

Results
LUMO energy = 0.0268 hartree
Charge = 0
ΔE to the lowest compared entry with this formula, charge and spin = 126.33 kJ/mol
Multiplicity = 1
Structure (SMILES) = O=C(NCc1ccccc1)C1=C[C@H](c2ccc3c(c2)OCO3)C[C@H](OCCCCO)O1
Gap between HOMO and LUMO = 8.66 eV

C24H28BF2N6Rh | ωB97M-V/def2-TZVPD

CARTESIAN COORDINATES (ANGSTROEM)
Rh -0.57975 -0.10511 -0.05733
C -2.24751 -0.18250 2.96382
C -0.77286 -0.17628 3.22733
C -0.28038 -0.20971 4.52760
C 1.08092 -0.16336 4.74053
C 1.93405 -0.08326 3.64962
C 1.38828 -0.06207 2.38218
N 0.06059 -0.11024 2.17974
C 2.23896 0.00330 1.15755
C 3.62220 0.03031 1.20698
C 4.33390 0.06367 0.02136
C 3.65805 0.05921 -1.18526
C 2.27398 0.02955 -1.17765
N 1.59646 0.01541 -0.02005
C 1.46086 -0.01714 -2.42840
C 2.04547 -0.01587 -3.67849
C 1.22773 -0.09106 -4.79595
C -0.13872 -0.16092 -4.62550
C -0.67152 -0.15349 -3.34124
C -2.15105 -0.21230 -3.12165
N 0.12848 -0.08246 -2.26718
H -2.79930 -0.46426 3.85778
H -2.50634 -0.88097 2.16759
H -2.57791 0.81310 2.65827
H -0.97078 -0.27357 5.35714
H 1.48285 -0.19098 5.74439
H 3.00103 -0.04440 3.80309
H 4.14567 0.01998 2.14969
H 5.41537 0.08148 0.03790
H 4.20904 0.07186 -2.11219
H 3.11625 0.03664 -3.79791
H 1.66044 -0.09992 -5.78738
H -0.80203 -0.22458 -5.47670
H -2.67811 -0.34718 -4.06305
H -2.50298 0.71022 -2.65796
H -2.41414 -1.04516 -2.46735
F -0.57531 -3.15517 0.05189
B -1.37614 -2.12110 -0.06026
F -2.69634 -2.32763 -0.05908
C -5.69719 1.67697 0.99208
C -5.20838 0.44629 0.26077
N -3.75561 0.54284 0.08453
C -3.04803 1.67456 0.10313
N -1.69239 1.57673 -0.02831
C -0.89832 2.81487 -0.10635
C -1.52136 3.91603 0.72368
C -2.94149 4.12052 0.25576
N -3.66736 2.84211 0.25871
C -5.13833 2.90956 0.31338
H -5.37332 1.65141 2.03456
H -6.78522 1.70950 0.98231
H -5.68911 0.35524 -0.71488
H -5.41379 -0.46300 0.82241
H -3.24513 -0.31604 -0.05267
H -0.81464 3.12298 -1.15326
H 0.10860 2.58568 0.24370
H -0.95845 4.84188 0.61379
H -1.50871 3.63935 1.78067
H -2.96456 4.54653 -0.75074
H -3.48374 4.79735 0.91333
H -5.53367 3.01724 -0.69984
H -5.39402 3.81153 0.86493

Results
LUMO energy (alpha / beta) = -0.2196 / -0.2911 hartree
Charge = +2
⟨S²⟩ = 6.010
Multiplicity = 5
Gap between HOMO and LUMO (alpha / beta) = 7.47 / 6.61 eV

C24H28BeFN4OSi | ωB97M-V/def2-TZVPD

CARTESIAN COORDINATES (ANGSTROEM)
Be -1.63153 -0.54017 -0.57894
C -1.38878 1.92545 3.05956
Si -2.14983 0.34341 2.32621
C -3.84306 -0.04766 3.11490
C -0.99772 -1.14099 2.62246
N -2.29201 0.42672 0.58224
C -3.08262 1.33360 -0.05789
C -3.88909 2.33981 0.49249
C -4.63493 3.17395 -0.31759
C -4.61199 3.06273 -1.70171
C -3.83648 2.07467 -2.28946
C -3.12423 1.25648 -1.45075
F -2.32116 0.21220 -1.95592
H -1.19248 1.79732 4.11977
H -2.04705 2.78172 2.95417
H -0.44690 2.17559 2.57967
H -3.78332 0.05477 4.19475
H -4.14970 -1.07022 2.90880
H -4.62875 0.61598 2.76537
H -1.01604 -1.43762 3.66504
H 0.03064 -0.90718 2.36963
H -1.30347 -2.00022 2.03291
H -3.92531 2.46367 1.56025
H -5.25301 3.93105 0.14031
H -5.18839 3.73632 -2.31607
H -3.79089 1.94361 -3.35966
N 5.01945 0.92766 -1.57624
C 6.33893 0.69640 -1.30922
C 7.51058 1.32916 -1.70350
C 8.69184 0.78238 -1.24994
C 8.71582 -0.34340 -0.41321
C 7.56452 -0.97257 -0.00852
C 6.35336 -0.45593 -0.47617
N 5.08238 -0.88770 -0.28004
C 4.30122 -0.06220 -0.94108
C 2.86972 -0.20079 -0.96196
C 1.99926 0.71213 -1.57393
C 0.64051 0.52113 -1.47133
N 0.08520 -0.50129 -0.81418
C 0.91078 -1.39893 -0.25600
C 2.27859 -1.29667 -0.31262
H 4.66123 1.67949 -2.14110
H 7.49695 2.19879 -2.34268
H 9.62598 1.22644 -1.55303
H 9.67251 -0.72362 -0.09218
H 7.57479 -1.83493 0.63773
H 2.36688 1.57177 -2.10991
H -0.03984 1.22127 -1.93245
H 0.43528 -2.21940 0.25665
H 2.92233 -2.03142 0.14245
C -4.58628 -1.78133 -0.45630
C -3.33601 -2.57823 -0.54309
C -3.42929 -4.06172 -0.50398
O -2.22449 -2.04997 -0.63568
H -5.47531 -2.40298 -0.40051
H -4.66926 -1.09663 -1.30094
H -4.52217 -1.15147 0.43701
H -4.33095 -4.40711 -0.01014
H -2.54661 -4.48633 -0.03226
H -3.45977 -4.42701 -1.53218

Results
LUMO energy = -0.1215 hartree
Charge = +1
Multiplicity = 1
Gap between HOMO and LUMO = 7.09 eV